DFT (ωB97M-V/def2-TZVPD) results for a molecular structure, C36H60N6OPRbS.

Results
multiplicity	1
E_HOMO	-0.173	Ha
relative energy (zero: lowest compared OMol25 entry of this formula, charge and spin)	8.0	kJ/mol

The geometry in XYZ format:
```
106
Properties=species:S:1:pos:R:3:mulliken_charge:R:1
Rb 0.957 -20.307 -0.961 0.5170
C -3.405 -19.926 -2.874 -1.0850
N -2.749 -20.986 -2.072 0.4598
C -3.013 -21.000 -0.635 -0.6658
C -2.374 -22.164 -2.581 0.2387
C -2.666 -22.437 -3.958 -0.5068
C -2.547 -23.696 -4.531 -0.9047
C -2.033 -24.731 -3.762 -0.2788
C -1.687 -24.534 -2.455 -0.8832
C -1.558 -23.200 -1.925 -0.0619
N -0.541 -22.883 -1.038 0.5649
C -0.089 -23.730 -0.072 0.3706
C -0.936 -24.171 0.949 -0.5303
C -0.516 -24.884 2.025 -0.5625
C 0.845 -25.231 2.181 -0.9066
C 1.716 -24.927 1.178 -0.3324
C 1.353 -24.154 -0.018 -0.0886
N 2.264 -23.657 -0.939 0.5669
C 1.980 -23.700 -2.361 -0.7816
C 3.687 -23.660 -0.538 -1.2686
H -4.297 -20.295 -3.378 0.3679
H -2.657 -19.609 -3.608 0.2409
H -3.532 -19.024 -2.222 0.3338
H -4.037 -20.850 -0.406 0.4112
H -2.445 -20.177 -0.166 0.1619
H -2.665 -21.884 -0.151 0.0563
H -2.865 -21.579 -4.582 0.3633
H -2.880 -23.912 -5.551 0.3611
H -1.784 -25.738 -4.225 0.2545
H -1.422 -25.442 -1.883 0.3264
H -2.004 -23.913 0.845 0.1945
H -1.251 -25.142 2.775 0.3720
H 1.144 -25.832 3.026 0.3981
H 2.796 -25.150 1.308 0.2290
H 2.663 -24.318 -2.889 0.4665
H 1.900 -22.679 -2.804 0.0889
H 1.004 -24.196 -2.480 0.2107
H 4.151 -24.668 -0.384 0.2815
H 3.793 -22.969 0.344 0.3500
H 4.188 -23.162 -1.355 0.4631
O 3.641 -19.423 -2.181 -0.2964
C 4.669 -18.379 -2.413 -0.3799
C 4.268 -17.100 -1.683 -1.0104
C 3.251 -17.253 -0.533 -0.2868
C 3.584 -18.098 0.663 0.5275
C 4.831 -18.030 1.303 -0.4671
C 5.061 -18.807 2.450 -0.4219
C 4.108 -19.672 2.851 -0.5838
C 2.875 -19.741 2.153 -0.2827
N 2.648 -19.006 1.054 -0.0482
H 3.503 -19.946 -3.010 0.2440
H 4.891 -18.168 -3.493 0.3442
H 5.595 -18.743 -1.916 0.2378
H 3.918 -16.388 -2.415 0.4740
H 5.170 -16.565 -1.294 0.3543
H 2.278 -17.587 -0.952 -0.2328
H 3.070 -16.244 -0.273 0.5609
H 5.626 -17.436 0.774 0.2013
H 6.043 -18.761 2.910 0.4105
H 4.217 -20.212 3.824 0.3548
H 2.095 -20.487 2.401 0.4083
C -1.168 -15.822 -0.588 -1.1623
N -1.228 -16.771 -1.695 -0.0384
C -0.662 -16.612 -2.898 0.3317
S -0.241 -18.064 -3.785 -0.3160
N -0.353 -15.351 -3.349 -0.2368
C -1.310 -14.257 -3.317 -0.8918
H -1.023 -16.401 0.312 0.3732
H -2.087 -15.309 -0.569 0.3895
H -0.335 -15.128 -0.667 0.3581
H -1.250 -17.753 -1.406 0.0658
H 0.111 -15.466 -4.255 0.3059
H -1.271 -13.745 -2.337 0.2615
H -2.359 -14.606 -3.407 0.2833
H -1.076 -13.506 -4.081 0.3662
C 0.774 -21.713 -11.906 -1.0751
C 0.109 -21.252 -10.600 0.5977
C 0.333 -22.246 -9.409 -1.6527
P 0.756 -19.650 -9.928 -0.0715
C -0.311 -18.284 -10.738 0.3182
C -0.939 -18.591 -12.087 -1.2798
C -1.416 -18.026 -9.689 -1.5068
C 2.456 -19.233 -10.669 0.0991
C 2.431 -18.852 -12.171 -1.4198
C 3.473 -20.404 -10.375 -1.2864
H 0.844 -22.823 -11.963 0.4091
H 1.740 -21.258 -12.013 0.0139
H 0.203 -21.433 -12.851 0.2050
H -0.959 -21.133 -10.754 0.3722
H 1.267 -22.213 -8.880 0.2906
H 0.292 -23.262 -9.841 0.4255
H -0.410 -22.218 -8.627 0.4589
H 0.285 -17.332 -10.773 0.4494
H -1.635 -19.462 -11.909 0.2443
H -0.154 -18.771 -12.883 0.1923
H -1.565 -17.694 -12.341 0.4522
H -2.095 -18.822 -9.511 0.3418
H -1.968 -17.134 -10.043 0.4672
H -0.848 -17.714 -8.735 0.3304
H 2.690 -18.408 -10.034 0.6675
H 1.962 -19.524 -12.903 0.2018
H 3.501 -18.657 -12.432 0.4169
H 1.973 -17.874 -12.358 0.4020
H 3.772 -20.964 -11.315 0.2968
H 3.025 -21.144 -9.742 0.2369
H 4.334 -19.987 -9.870 0.4120
```

***

DFT (ωB97M-V/def2-TZVPD) results for 2 unconnected molecules or ions with the total composition C36H61BBrF2N4O8P.

Results
multiplicity	1
E_HOMO	-0.120	Ha

The geometry in XYZ format:
```
114
Properties=species:S:1:pos:R:3:mulliken_charge:R:1
C 0.124 4.618 0.614 -1.3827
C -0.383 3.646 -0.558 0.1865
P -2.198 3.342 -0.283 0.2110
C -2.756 3.850 1.425 -0.7956
C -2.989 5.443 1.493 -1.2308
C -2.810 1.611 -0.802 -0.9511
C -3.983 1.179 0.169 0.2492
C -5.370 1.872 0.009 -0.2684
O -6.343 1.202 -0.184 -0.4933
O -5.595 3.247 0.120 -0.5294
N -1.743 0.509 -0.602 1.0743
C -1.212 0.432 0.784 -1.4983
C 0.342 0.443 1.002 -0.4425
C 1.315 0.199 -0.203 -1.0254
O 0.734 1.693 1.642 -0.0746
C 1.897 1.530 2.458 -0.7914
C 2.677 2.901 2.382 0.4322
C 2.685 3.864 3.484 -0.3145
C 3.376 5.151 3.380 -0.5909
C 4.064 5.471 2.122 -0.3147
C 4.095 4.518 0.994 -0.7369
C 3.393 3.234 1.132 -0.0679
C -2.017 -0.767 -1.346 0.3887
C -1.914 -2.132 -0.597 -0.6346
C -0.447 -2.523 -0.107 -1.2501
F -2.799 -2.349 0.482 -0.4857
C -3.192 -0.737 -2.412 -0.1233
B -4.405 -1.825 -2.156 0.6243
O -4.234 -3.123 -2.703 -0.5073
O -5.587 -1.521 -1.467 -0.5082
N -3.966 0.525 -2.593 -0.5765
C -3.208 1.779 -2.347 2.0127
C -2.041 1.757 -3.422 -1.3409
C -1.344 3.103 -3.845 -0.5778
C -1.695 3.394 -5.381 -1.4651
Br 0.644 2.776 -3.879 -0.1300
C -4.194 2.956 -2.717 -1.6094
O -5.333 2.659 -2.983 -0.4609
N -3.938 4.406 -2.719 0.3465
C -4.149 5.045 -3.989 0.3917
O -5.096 5.012 -4.689 -0.3961
F -3.098 5.869 -4.404 -0.2578
H 0.028 4.166 1.628 0.1087
H 1.226 4.783 0.446 0.3823
H -0.397 5.614 0.534 0.4658
H -0.144 4.240 -1.487 0.6333
H 0.267 2.728 -0.637 -0.2043
H -3.710 3.396 1.783 0.8631
H -1.996 3.636 2.235 0.4649
H -2.260 5.898 2.216 0.3226
H -2.872 5.902 0.480 0.2883
H -4.011 5.650 1.923 0.3039
H -3.724 1.323 1.261 0.6666
H -4.184 0.070 0.100 0.3988
H -4.845 3.757 -0.244 0.3093
H -0.975 0.995 -1.107 0.4560
H -1.606 -0.434 1.392 0.8160
H -1.562 1.279 1.453 0.0520
H 0.596 -0.337 1.781 1.1071
H 1.998 -0.666 0.039 0.3939
H 0.817 -0.093 -1.176 0.2475
H 2.005 1.066 -0.404 -0.0586
H 2.592 0.708 2.154 0.4140
H 1.661 1.361 3.552 0.3450
H 2.111 3.564 4.398 0.3111
H 3.323 5.852 4.241 0.3614
H 4.562 6.468 2.033 0.3387
H 4.621 4.831 0.067 0.3632
H 3.417 2.562 0.243 0.3221
H -1.115 -0.869 -2.033 -0.0013
H -2.076 -2.985 -1.322 0.6316
H 0.340 -2.233 -0.843 0.0946
H -0.246 -2.159 0.938 -0.0190
H -0.382 -3.650 -0.025 0.6560
H -2.810 -1.028 -3.442 0.0997
H -4.524 -3.137 -3.635 0.3154
H -5.597 -2.039 -0.637 0.3185
H -4.310 0.481 -3.559 0.6422
H -1.208 1.026 -3.194 0.6072
H -2.504 1.332 -4.363 0.5993
H -1.495 3.986 -3.188 0.7247
H -1.083 2.675 -5.986 0.5056
H -1.285 4.426 -5.579 0.3721
H -2.794 3.333 -5.580 0.3724
H -4.588 4.869 -2.073 0.4676
C 4.814 -4.537 -0.124 -1.6807
C 4.063 -5.789 0.376 1.4700
C 5.053 -6.731 1.089 -1.3486
C 5.551 -6.243 2.446 -0.6102
C 4.555 -5.332 3.164 -1.4512
C 3.089 -5.497 2.717 1.7554
N 3.020 -5.277 1.278 0.6903
O 1.722 -5.380 0.770 -0.9135
C 2.294 -4.385 3.423 -1.7701
C 2.546 -6.854 3.202 -1.7225
C 3.570 -6.552 -0.862 -1.8212
H 4.139 -3.870 -0.668 0.2829
H 5.633 -4.805 -0.806 0.3566
H 5.248 -3.966 0.699 0.3389
H 4.581 -7.708 1.229 0.3285
H 5.920 -6.925 0.445 0.5431
H 5.776 -7.113 3.071 0.3305
H 6.499 -5.710 2.327 0.3422
H 4.647 -5.484 4.245 0.5261
H 4.861 -4.293 2.994 0.3103
H 2.612 -3.397 3.074 0.2655
H 2.453 -4.419 4.508 0.3790
H 1.220 -4.477 3.248 0.3327
H 2.626 -6.932 4.294 0.3823
H 3.087 -7.704 2.780 0.3169
H 1.491 -6.977 2.951 0.3420
H 4.417 -6.844 -1.495 0.3958
H 2.908 -5.946 -1.482 0.3011
H 3.040 -7.466 -0.584 0.3839
```

***

DFT (ωB97M-V/def2-TZVPD) results for 12 unconnected molecules or ions with the total composition C36H61FN13OS.

Results
multiplicity	1
E_HOMO	-0.429	Ha
charge	+1

The geometry in XYZ format:
```
113
Properties=species:S:1:pos:R:3:mulliken_charge:R:1
C 2.943 -3.139 -0.869 -0.3304
O 4.085 -2.388 -0.512 -0.4659
C 4.144 -1.126 -1.144 -0.6467
C 3.308 -0.075 -0.403 1.0520
C 3.639 1.377 -0.783 -0.7416
C 3.013 1.904 -2.107 -1.2895
C 1.659 1.284 -2.506 -0.0345
C 1.772 0.096 -3.493 0.9076
C 0.646 0.062 -4.528 -1.1544
C -0.719 -0.430 -3.999 0.9308
C -0.644 -1.617 -3.034 -1.4140
N -0.924 -1.169 -1.643 1.2851
C -2.372 -0.761 -1.428 -0.7151
C -2.435 0.723 -1.078 0.2334
C -3.773 1.057 -0.420 -0.4662
F -3.809 2.418 -0.278 -0.3163
N -0.535 -2.201 -0.676 -0.9488
C -0.186 -1.711 0.377 0.7144
S 0.261 -1.072 1.696 -0.2578
H 2.290 -3.242 0.001 0.1591
H 2.397 -2.692 -1.696 -0.0366
H 3.255 -4.151 -1.116 0.3592
H 5.178 -0.799 -1.042 0.3668
H 3.930 -1.172 -2.213 0.3631
H 3.588 -0.193 0.645 0.5151
H 2.248 -0.329 -0.459 -1.2672
H 4.721 1.407 -0.910 0.3049
H 3.442 2.031 0.059 0.3795
H 2.820 2.965 -1.951 0.3671
H 3.703 1.875 -2.943 0.4514
H 1.066 2.036 -3.028 0.4528
H 1.088 1.023 -1.604 -0.0796
H 1.838 -0.822 -2.907 -1.2220
H 2.716 0.208 -4.020 0.7738
H 0.973 -0.483 -5.405 0.2684
H 0.509 1.098 -4.861 0.4227
H -1.265 0.412 -3.578 -0.5590
H -1.312 -0.760 -4.847 0.2049
H 0.288 -2.163 -3.078 0.4315
H -1.405 -2.339 -3.316 0.5567
H -0.360 -0.335 -1.440 -0.3133
H -2.908 -0.964 -2.346 0.3617
H -2.772 -1.349 -0.612 0.4898
H -2.351 1.358 -1.960 0.0189
H -1.615 0.996 -0.413 0.2197
H -4.571 0.749 -1.091 0.3300
H -3.810 0.536 0.537 0.1643
C -4.060 2.133 3.867 0.0888
C -4.504 0.901 3.222 0.3739
N -4.867 -0.057 2.716 -0.6171
H -4.872 2.863 3.870 -0.0197
H -3.769 1.927 4.894 -0.1104
H -3.206 2.544 3.328 0.3062
C -3.323 0.709 7.995 -0.7121
C -3.099 2.100 7.594 0.3834
N -2.921 3.184 7.290 -0.4544
H -3.015 0.573 9.020 0.1364
H -4.382 0.470 7.903 0.3101
H -2.749 0.042 7.360 0.3208
C -1.900 -3.361 -6.599 -0.5466
C -0.531 -2.892 -6.812 0.4849
N 0.537 -2.524 -6.978 -0.4780
H -1.896 -4.227 -5.939 -0.0471
H -2.494 -2.573 -6.139 0.2618
H -2.352 -3.636 -7.550 0.3412
C 7.288 -1.028 -3.615 -0.6680
C 6.908 0.384 -3.514 0.4264
N 6.607 1.481 -3.424 -0.4438
H 8.365 -1.124 -3.559 0.0979
H 6.842 -1.592 -2.800 0.2759
H 6.942 -1.437 -4.563 0.3214
C 0.027 -6.911 -5.373 -0.7585
C -1.144 -6.355 -4.694 0.4107
N -2.053 -5.935 -4.154 -0.4531
H -0.199 -7.913 -5.733 0.3036
H 0.298 -6.280 -6.218 0.2825
H 0.864 -6.960 -4.681 0.2686
C -7.751 1.735 2.431 -0.3010
C -8.836 1.701 3.411 0.1480
N -9.682 1.676 4.176 -0.3729
H -6.991 1.010 2.701 -0.0807
H -8.140 1.491 1.444 0.3522
H -7.308 2.729 2.407 0.2391
C -2.534 4.444 -3.184 -0.9659
C -1.799 3.606 -4.135 0.4690
N -1.225 2.961 -4.883 -0.3968
H -2.554 5.471 -3.541 0.3564
H -3.555 4.080 -3.084 0.2726
H -2.047 4.413 -2.212 0.2744
C -2.313 -1.559 11.760 -0.7992
C -1.963 -1.440 10.344 0.4197
N -1.690 -1.346 9.239 -0.4144
H -2.518 -2.600 12.000 0.2858
H -1.486 -1.207 12.373 0.2725
H -3.197 -0.962 11.974 0.2886
C -5.496 6.150 6.167 -0.8528
C -5.934 4.944 5.468 0.3773
N -6.276 3.995 4.933 -0.4140
H -6.302 6.881 6.178 0.3292
H -5.223 5.900 7.190 0.2705
H -4.632 6.575 5.661 0.2618
C 11.708 -2.604 -2.772 -0.7918
C 10.353 -2.536 -2.224 0.3836
N 9.297 -2.482 -1.793 -0.3765
H 12.053 -3.635 -2.771 0.2759
H 11.713 -2.226 -3.792 0.2795
H 12.380 -2.001 -2.164 0.2689
C 3.096 1.812 3.958 -0.5356
C 4.224 2.467 3.296 0.3248
N 5.099 2.979 2.774 -0.3678
H 2.486 1.297 3.217 0.0230
H 3.461 1.089 4.685 0.2745
H 2.485 2.553 4.470 0.3107
```

***

DFT (ωB97M-V/def2-TZVPD) results for 6 unconnected molecules or ions with the total composition C36H61N12O7S2.

Results
multiplicity	1
E_HOMO	-0.351	Ha
charge	+1

The geometry in XYZ format:
```
118
Properties=species:S:1:pos:R:3:mulliken_charge:R:1
C 6.810 -4.577 0.494 -0.2972
O 7.266 -3.519 1.385 -0.3349
C 6.256 -3.190 2.368 -0.4896
C 6.665 -1.781 3.081 -0.6855
C 6.061 -0.620 2.110 -0.2451
C 6.356 0.791 2.847 -1.0343
C 5.092 1.807 2.728 -0.5192
C 4.908 2.123 1.152 -0.5498
C 3.699 1.323 0.457 0.0093
C 3.548 1.794 -1.082 -0.0216
C 4.818 2.067 -1.930 -0.2399
N 4.790 2.532 -3.321 0.2737
C 6.119 2.781 -3.964 -0.5024
C 6.341 2.015 -5.357 -0.4284
O 6.221 0.580 -5.282 -0.4772
C 3.507 2.723 -3.954 -0.1709
C 2.133 2.488 -3.228 -0.7712
C 2.113 2.012 -1.720 0.3674
C 0.746 1.805 -0.925 -0.3466
C -0.525 1.468 -1.878 -0.5960
C -1.526 0.366 -1.203 -0.7611
S -3.278 0.810 -1.610 -0.0652
C -4.428 0.046 -0.343 0.1992
S -3.802 -1.111 0.688 -0.1792
N -5.815 0.547 -0.385 0.4424
C -6.116 1.511 0.695 0.1862
C -6.299 3.011 0.250 -0.1498
C -6.662 4.149 1.260 -0.6037
C -6.846 3.798 2.764 -0.5186
C -6.663 2.309 3.252 -0.5754
C -6.300 1.189 2.201 -0.0402
C -6.822 -0.529 -0.512 0.1404
C -7.640 -0.560 -1.849 -0.2899
C -8.769 -1.630 -2.088 -0.5835
C -9.133 -2.714 -1.003 -0.3287
C -8.290 -2.695 0.336 -0.7516
C -7.170 -1.605 0.545 0.0714
H 5.987 -5.195 1.014 0.3100
H 7.699 -5.292 0.279 -0.1470
H 6.418 -4.184 -0.519 0.2326
H 5.277 -2.977 1.805 0.3086
H 6.077 -4.014 3.150 0.3326
H 6.140 -1.648 4.090 0.2840
H 7.802 -1.704 3.175 0.3764
H 4.932 -0.797 2.072 0.2010
H 6.592 -0.698 1.100 0.2715
H 6.719 0.673 3.931 0.4243
H 7.216 1.303 2.277 0.3323
H 4.147 1.418 3.235 0.2854
H 5.453 2.789 3.226 0.2354
H 5.923 1.875 0.656 0.0993
H 4.754 3.257 0.974 0.4238
H 3.831 0.175 0.504 0.1865
H 2.733 1.546 1.057 0.2687
H 5.837 1.895 -1.452 0.1337
H 6.354 3.906 -4.107 0.2797
H 6.936 2.398 -3.242 0.2649
H 7.431 2.236 -5.676 0.3500
H 5.685 2.496 -6.179 0.2801
H 5.322 0.350 -4.956 0.3172
H 3.534 3.084 -5.049 0.3188
H 1.181 2.698 -3.814 0.3479
H 0.797 1.046 -0.074 0.3831
H 0.493 2.822 -0.428 0.2497
H -0.227 1.191 -2.945 0.4028
H -1.168 2.429 -1.971 0.3343
H -1.270 -0.642 -1.709 0.2521
H -1.332 0.278 -0.081 0.4147
H -6.208 3.310 -0.853 0.3466
H -6.812 5.233 0.942 0.3692
H -7.134 4.558 3.570 0.3796
H -6.818 1.999 4.343 0.3248
H -6.185 0.125 2.586 0.0895
H -7.461 0.183 -2.702 0.5202
H -9.404 -1.654 -3.049 0.3141
H -9.940 -3.506 -1.138 0.3270
H -8.479 -3.452 1.187 0.2774
H -6.610 -1.650 1.534 0.1600
C -4.716 7.473 2.942 0.6507
O -5.745 7.415 3.597 -0.6246
N -4.094 8.644 2.660 -0.3998
N -4.107 6.371 2.440 -0.3329
H -3.248 8.713 2.124 0.1516
H -4.517 9.486 3.017 0.2248
H -4.542 5.480 2.629 0.1878
H -3.262 6.396 1.899 0.1536
C -6.538 1.318 -5.469 0.6249
O -6.864 1.351 -4.292 -0.6815
N -5.743 0.346 -5.980 -0.3656
N -6.944 2.249 -6.366 -0.4326
H -5.464 0.301 -6.943 0.1686
H -5.421 -0.365 -5.344 0.2229
H -7.537 2.988 -6.024 0.2243
H -6.688 2.240 -7.336 0.1510
C 4.186 0.674 6.335 0.7082
O 3.889 0.010 5.352 -0.6063
N 3.656 1.898 6.578 -0.3993
N 5.069 0.243 7.267 -0.4093
H 3.887 2.458 7.379 0.1612
H 2.994 2.253 5.908 0.2238
H 5.485 -0.663 7.122 0.2250
H 5.326 0.772 8.081 0.1558
C 9.578 -7.433 -0.782 0.6895
O 8.533 -7.484 -0.151 -0.6393
N 10.215 -6.265 -1.051 -0.3247
N 10.192 -8.538 -1.270 -0.4265
H 11.073 -6.202 -1.568 0.1696
H 9.790 -5.420 -0.705 0.1908
H 9.750 -9.425 -1.092 0.2240
H 11.050 -8.517 -1.791 0.1556
C -9.767 -7.090 -0.844 0.5980
O -9.563 -6.671 -1.972 -0.6423
N -10.260 -8.329 -0.601 -0.4012
N -9.517 -6.351 0.266 -0.3132
H -10.434 -8.691 0.319 0.1579
H -10.458 -8.909 -1.400 0.2312
H -9.153 -5.421 0.126 0.1997
H -9.679 -6.676 1.202 0.1531
```